This record from the OMol25 dataset describes 9 unconnected molecules or ions with the total composition C20H45FI2N17O10 in a non-equilibrium geometry. The level of theory is ωB97M-V/def2-TZVPD.

Electronic energy ... -3167.68978 hartree
Net charge ... +1
Lowest unoccupied orbital energy ... -4.7 eV
E_HOMO ... -0.398 Ha
Frontier orbital gap ... 6.2 eV
Largest force on an atom ... 1.36 eV Å⁻¹

Last column: Löwdin charge in e.
Geometry (Å):
C 1.209 1.325 3.854  -0.0700
C 0.896 0.400 2.664  -0.1793
C 0.626 1.223 1.406  -0.2919
F 1.366 0.807 0.326  -0.0217
C -0.839 1.324 1.055  -0.0327
C -1.450 2.547 1.319  0.0567
N -2.749 2.742 1.065  0.1266
C -3.523 1.801 0.535  0.0176
C -2.974 0.561 0.239  0.0724
C -1.629 0.301 0.512  0.0166
C -1.225 -1.115 0.155  -0.4827
O -2.073 -1.940 0.122  0.1118
O 0.025 -1.379 -0.243  -0.0934
C 0.821 -2.248 0.524  -0.7809
I 0.054 -3.299 2.171  1.0808
C 2.082 -2.427 0.166  -0.7652
C 3.099 -3.282 0.844  -0.1950
I 2.774 -1.433 -1.551  1.0582
H 0.544 2.188 3.830  0.0686
H 2.216 1.719 3.768  0.0858
H 1.086 0.818 4.801  0.0808
H 1.762 -0.229 2.494  0.1157
H 0.030 -0.191 2.940  0.0816
H 0.961 2.238 1.623  0.1401
H -0.883 3.361 1.734  0.1537
H -3.160 3.654 1.275  0.1326
H -4.562 2.016 0.356  0.1522
H -3.584 -0.211 -0.193  0.1374
H 3.028 -3.202 1.923  0.0563
H 3.035 -4.318 0.527  0.0897
H 4.082 -2.911 0.586  0.0135
C -1.927 -5.121 -2.529  -0.7079
O -2.713 -5.854 -1.951  0.0251
N -1.633 -3.863 -2.080  0.1682
N -1.263 -5.509 -3.659  0.1588
H -0.978 -3.260 -2.541  0.0942
H -2.100 -3.532 -1.253  0.0725
H -1.455 -6.428 -4.013  0.1098
H -0.605 -4.929 -4.143  0.0972
C 7.094 -3.912 1.221  -0.6603
O 5.997 -3.655 0.742  0.0027
N 7.890 -2.951 1.775  0.1548
N 7.597 -5.177 1.236  0.1594
H 8.791 -3.140 2.171  0.0963
H 7.546 -2.010 1.772  0.1030
H 7.032 -5.902 0.836  0.1093
H 8.491 -5.414 1.622  0.0976
C -3.881 6.142 -0.452  -0.6500
O -3.807 5.198 0.344  -0.0283
N -3.929 5.951 -1.797  0.1751
N -3.927 7.425 -0.047  0.1993
H -4.007 6.709 -2.451  0.0954
H -3.910 5.009 -2.139  0.1028
H -3.908 7.606 0.940  0.1219
H -4.000 8.202 -0.685  0.0584
C 0.658 -7.981 -0.474  -0.6903
O 1.691 -8.358 0.049  0.0253
N -0.407 -8.809 -0.699  0.1580
N 0.472 -6.686 -0.878  0.1672
H -1.265 -8.502 -1.121  0.0947
H -0.311 -9.771 -0.424  0.1069
H 1.231 -6.050 -0.729  0.0890
H -0.374 -6.351 -1.295  0.0466
C -1.290 9.910 -1.166  -0.6627
O -2.404 9.909 -1.676  -0.0053
N -0.644 11.044 -0.791  0.1698
N -0.652 8.728 -0.932  0.1575
H 0.265 11.051 -0.369  0.1020
H -1.112 11.916 -0.955  0.1121
H -1.155 7.908 -1.211  0.0898
H 0.249 8.630 -0.503  0.0987
C 6.469 1.747 -1.902  -0.6876
O 6.746 2.903 -1.641  0.0247
N 7.277 0.948 -2.663  0.1495
N 5.320 1.151 -1.449  0.1298
H 7.067 -0.006 -2.884  0.0917
H 8.126 1.354 -3.009  0.1035
H 4.710 1.712 -0.885  0.0904
H 5.058 0.203 -1.645  -0.0265
C -1.447 -10.403 3.033  -0.6852
O -0.804 -11.311 2.543  0.0277
N -2.363 -10.608 4.031  0.1430
N -1.310 -9.105 2.620  0.1529
H -2.905 -9.876 4.447  0.0867
H -2.486 -11.550 4.351  0.1008
H -0.645 -8.929 1.888  0.0730
H -1.836 -8.342 2.999  0.0878
C -6.405 8.993 -2.032  -0.6890
O -6.882 9.076 -0.916  0.0304
N -5.150 9.457 -2.326  0.1383
N -7.080 8.420 -3.078  0.1498
H -4.727 9.401 -3.233  0.0951
H -4.632 9.905 -1.591  0.0702
H -8.002 8.074 -2.893  0.1035
H -6.710 8.351 -4.007  0.0893

=====

This record from the OMol25 dataset describes a molecular structure, C20H45GdN2P3S2 in a non-equilibrium geometry. The level of theory is ωB97M-V/def2-TZVPD.

Electronic energy ... -3483.15075 hartree
Multiplicity ... 8
Net charge ... +3
Expectation value of S² ... 16.105
Lowest unoccupied orbital energy (spin up / spin down) ... -8.6 / -11.3 eV
E_HOMO (spin up / spin down) ... -0.548 / -0.579 Ha
Frontier orbital gap (spin up / spin down) ... 6.3 / 4.4 eV
Energy relative to the best compared isomer or geometry (same formula, charge and spin) ... 352.4 kcal per mole
Largest force on an atom ... 9.93 eV Å⁻¹

Last column: Löwdin charge in e.
Geometry (Å):
Gd -0.238 -0.114 0.702  0.1930
P -0.439 -2.364 0.246  0.6864
P 1.471 -0.572 2.208  0.5921
P -1.506 0.393 -1.168  0.7146
H 2.357 0.766 -0.102  0.0510
C 1.319 1.002 -0.342  -0.3265
C 0.582 1.883 0.553  -0.3123
H 1.083 2.266 1.438  0.0518
C 0.710 -3.159 -0.985  -0.2009
C -0.259 -3.624 1.603  -0.2244
C -2.026 -3.072 -0.420  -0.2191
C 2.494 0.836 2.837  -0.2004
C 1.216 -1.411 3.844  -0.2585
C 2.855 -1.612 1.550  -0.2222
C -1.541 2.145 -1.764  -0.2394
C -3.329 0.077 -1.263  -0.2082
C -0.978 -0.394 -2.758  -0.2467
H 1.203 1.138 -1.419  0.0469
H -0.071 2.638 0.124  0.0491
H 0.510 -4.231 -1.106  0.0739
H 1.743 -3.019 -0.660  0.0383
H 0.601 -2.661 -1.952  0.0356
H -0.416 -4.638 1.216  0.0733
H -1.001 -3.421 2.381  0.0260
H 0.734 -3.578 2.056  0.0375
H -1.947 -4.160 -0.529  0.0735
H -2.267 -2.646 -1.396  0.0280
H -2.843 -2.842 0.269  0.0569
H 3.283 0.450 3.493  0.0748
H 1.866 1.530 3.402  0.0564
H 2.954 1.379 2.008  0.0584
H 2.161 -1.830 4.207  0.0793
H 0.475 -2.207 3.769  0.0235
H 0.861 -0.676 4.569  0.0344
H 3.701 -1.632 2.247  0.0677
H 3.180 -1.199 0.591  0.0474
H 2.514 -2.636 1.383  0.0269
H -2.135 2.206 -2.682  0.0502
H -0.528 2.497 -1.972  0.0401
H -1.985 2.794 -1.006  0.0653
H -3.705 0.296 -2.269  0.0684
H -3.848 0.721 -0.549  0.0627
H -3.557 -0.960 -1.015  0.0253
H -1.539 0.010 -3.608  0.0377
H -1.129 -1.475 -2.718  0.0268
H 0.089 -0.205 -2.901  0.0419
C 1.082 2.965 -6.132  -0.5260
C 1.826 2.422 -7.188  -0.0444
C 2.911 3.125 -7.709  0.0039
C 3.268 4.369 -7.189  0.0375
C 2.526 4.908 -6.137  -0.0007
C 1.439 4.215 -5.608  -0.0599
S -0.310 2.134 -5.416  1.0187
H -0.260 1.046 -6.205  -0.0604
H 1.558 1.454 -7.602  0.1235
H 3.480 2.692 -8.528  0.1377
H 4.114 4.912 -7.598  0.1438
H 2.791 5.876 -5.722  0.1357
H 0.867 4.642 -4.790  0.1230
C -3.332 -1.754 5.394  -0.0572
N -2.348 -1.690 4.334  -0.0016
C -1.469 -0.586 4.074  -0.5766
S -0.918 -0.375 2.565  0.7184
N -1.205 0.451 5.029  -0.0267
C -1.171 0.264 6.464  -0.0690
H -3.399 -0.823 5.982  0.0916
H -3.116 -2.620 6.054  0.1145
H -4.336 -1.896 4.942  0.1129
H -2.406 -2.447 3.643  0.1291
H -0.851 1.356 4.683  0.1550
H -1.342 -0.790 6.756  0.0992
H -0.159 0.526 6.837  0.1092
H -1.913 0.933 6.949  0.1124

=====

This record from the OMol25 dataset describes a molecular structure, C20H45IrN2OP3S in a non-equilibrium geometry. The level of theory is ωB97M-V/def2-TZVPD.

Electronic energy ... -2498.62405 hartree
Multiplicity ... 6
Net charge ... +4
Expectation value of S² ... 8.780
Lowest unoccupied orbital energy (spin up / spin down) ... -12.5 / -16.8 eV
E_HOMO (spin up / spin down) ... -0.674 / -0.725 Ha
Frontier orbital gap (spin up / spin down) ... 5.8 / 2.9 eV
Energy relative to the best compared isomer or geometry (same formula, charge and spin) ... 77.2 kcal per mole
Largest force on an atom ... 3.38 eV Å⁻¹

Last column: Löwdin charge in e.
Geometry (Å):
Ir 0.289 0.474 -0.401  0.5310
P 1.957 -0.628 0.596  0.6081
P 1.332 2.474 -0.303  0.6384
P -1.041 -1.773 -0.431  0.7653
H 1.543 2.466 -3.284  0.1066
C 0.841 1.604 -3.328  -0.0105
C -0.537 1.895 -3.281  -0.0316
H -0.907 2.738 -2.687  0.1009
C 2.955 -1.467 -0.674  -0.1987
C 3.159 0.259 1.621  -0.2306
C 1.511 -1.907 1.788  -0.2318
C 0.503 3.908 -1.055  -0.2213
C 1.611 3.210 1.383  -0.1920
C 2.938 2.241 -1.143  -0.2288
C -2.688 -1.851 -1.202  -0.2367
C -1.553 -2.472 1.210  -0.2034
C -0.105 -3.129 -1.228  -0.2299
H 1.125 0.767 -3.976  0.0888
H -1.106 1.835 -4.207  0.1297
H 3.926 -1.771 -0.265  0.0893
H 3.128 -0.810 -1.528  0.0420
H 2.450 -2.361 -1.047  0.0347
H 3.842 -0.455 2.099  0.0858
H 2.659 0.795 2.433  0.0437
H 3.764 0.971 1.065  0.0342
H 1.256 -2.840 1.280  0.0379
H 0.672 -1.566 2.407  0.0282
H 2.357 -2.100 2.461  0.0857
H 0.725 4.728 -0.366  0.0651
H -0.583 3.753 -1.068  0.0413
H 0.862 4.177 -2.053  0.0706
H 2.519 2.821 1.853  0.0468
H 0.748 3.072 2.054  0.0511
H 1.746 4.295 1.258  0.0738
H 3.197 3.212 -1.587  0.0828
H 2.819 1.492 -1.937  0.0179
H 3.729 1.930 -0.453  0.0464
H -3.331 -2.580 -0.683  0.0791
H -2.574 -2.153 -2.252  0.0392
H -3.143 -0.855 -1.140  0.0440
H -2.426 -3.111 1.017  0.0663
H -1.852 -1.648 1.883  0.0306
H -0.759 -3.084 1.657  0.0501
H -0.792 -3.947 -1.474  0.0793
H 0.676 -3.514 -0.568  0.0420
H 0.346 -2.755 -2.152  0.0297
C -1.852 -0.359 -3.771  -0.3078
C -0.850 -1.186 -4.317  0.1123
C -1.182 -1.974 -5.421  0.1085
C -2.438 -1.861 -6.029  0.0787
C -3.368 -0.935 -5.559  0.1237
C -3.133 -0.256 -4.366  0.1619
O -1.537 0.476 -2.757  -0.1422
H 0.365 0.073 -2.075  -0.0134
H 0.158 -1.097 -3.923  0.1229
H -0.467 -2.704 -5.791  0.1634
H -2.729 -2.571 -6.810  0.1664
H -4.301 -0.707 -6.094  0.1780
H -3.821 0.477 -3.941  0.1780
C -3.096 0.720 4.215  -0.0247
N -2.720 0.454 2.825  -0.0188
C -1.543 0.829 2.269  -0.7088
S -1.621 1.307 0.581  0.6324
N -0.409 0.850 2.980  -0.0045
C -0.234 0.298 4.324  -0.0317
H -2.629 1.636 4.583  0.1080
H -2.816 -0.104 4.875  0.0965
H -4.182 0.821 4.242  0.1168
H -3.485 0.430 2.144  0.1357
H 0.421 1.172 2.489  0.0577
H -0.790 -0.641 4.444  0.1039
H 0.832 0.099 4.459  0.1022
H -0.504 0.997 5.129  0.1134